# 1
Formula: C6H14O
Source: the OMol25 dataset
Level of theory: the ωB97M-V functional and the def2-TZVPD basis

```
! RIJCOSX wB97M-V def2-TZVPD def2/J DEFGRID3
* xyz 0 1
C -3.458 -0.118 -0.510
C -2.280 -0.250 0.463
C -0.938 -0.261 -0.268
C 0.279 -0.223 0.656
C 1.546 0.080 -0.121
O 2.644 0.114 0.757
C 3.822 0.492 0.097
H -4.378 -0.549 -0.105
H -3.243 -0.627 -1.458
H -3.663 0.933 -0.743
H -2.294 0.587 1.174
H -2.377 -1.163 1.064
H -0.889 -1.153 -0.909
H -0.906 0.604 -0.948
H 0.397 -1.176 1.190
H 0.148 0.554 1.420
H 1.711 -0.678 -0.909
H 1.441 1.054 -0.631
H 4.074 -0.208 -0.716
H 4.630 0.488 0.833
H 3.735 1.502 -0.336
*
```

Properties
Highest occupied orbital energy in eV: -9.82
Energy above the lowest of the compared OMol25 structures with the same formula, charge and spin in eV: 0.7678
Gap between HOMO and LUMO in eV: 11.0
SMILES: CCCCCOC

Löwdin atomic charge list, values in e, 4 entries: atom 1 (C): -0.120, atom 2 (C): -0.275, atom 3 (C): -0.243, atom 4 (C): -0.188

# 2
Formula: C6H14O
Source: the OMol25 dataset
Level of theory: the ωB97M-V functional and the def2-TZVPD basis

```
! RIJCOSX wB97M-V def2-TZVPD def2/J DEFGRID3
* xyz 0 1
C -0.259 -1.065 2.668
O -0.010 -0.201 1.666
C -0.002 -0.692 0.436
C 0.112 0.360 -0.665
C -0.310 -0.325 -1.966
C -0.821 1.536 -0.356
C 1.555 0.899 -0.827
H -1.441 -1.728 1.837
H -0.313 -0.505 3.610
H 0.400 -1.937 2.698
H -1.439 -1.636 0.841
H 0.574 -1.613 0.305
H 0.333 -1.186 -2.184
H -0.239 0.370 -2.810
H -1.343 -0.680 -1.888
H -0.514 2.061 0.554
H -1.846 1.182 -0.213
H -0.812 2.257 -1.183
H 1.905 1.407 0.078
H 1.593 1.630 -1.648
H 2.267 0.101 -1.070
*
```

Properties
Highest occupied orbital energy in eV: -8.47
Energy above the lowest of the compared OMol25 structures with the same formula, charge and spin in eV: 4.2507
Gap between HOMO and LUMO in eV: 9.3

Löwdin atomic charge list, values in e, 4 entries: atom 1 (C): -0.126, atom 2 (O): -0.181, atom 3 (C): -0.205, atom 4 (C): -0.588

# 3
Formula: C6H14O
Source: the OMol25 dataset
Level of theory: the ωB97M-V functional and the def2-TZVPD basis

```
! RIJCOSX wB97M-V def2-TZVPD def2/J DEFGRID3
* xyz 0 1
C 0.479 0.589 -1.890
C 1.134 0.226 -0.552
C 2.306 -0.731 -0.780
C 0.151 -0.405 0.419
C -0.959 0.290 0.947
C -1.730 -0.276 2.101
O -1.064 1.593 0.696
H 1.208 1.071 -2.551
H -0.367 1.271 -1.757
H 0.105 -0.310 -2.394
H 1.534 1.152 -0.113
H 3.033 -0.298 -1.475
H 1.951 -1.677 -1.209
H 2.827 -0.959 0.158
H 0.450 -1.293 0.972
H -1.042 -0.614 -0.185
H -2.292 -0.222 -0.300
H -1.186 -0.006 3.016
H -1.791 -1.362 2.024
H -2.742 0.131 2.135
H -2.006 1.829 0.739
*
```

Properties
Highest occupied orbital energy in eV: -7.02
Energy above the lowest of the compared OMol25 structures with the same formula, charge and spin in eV: 4.8829
Gap between HOMO and LUMO in eV: 7.8

Löwdin atomic charge list, values in e, 4 entries: atom 1 (C): -0.082, atom 2 (C): -0.423, atom 3 (C): -0.090, atom 4 (C): -0.143

# 4
Formula: C6H14O
Source: the OMol25 dataset
Level of theory: the ωB97M-V functional and the def2-TZVPD basis

```
! RIJCOSX wB97M-V def2-TZVPD def2/J DEFGRID3
* xyz 0 1
C 2.412 -0.874 0.451
C 1.227 -0.091 -0.127
C 1.145 1.333 0.424
C -0.146 -0.714 0.119
C -1.273 -0.070 -0.748
C -2.639 -0.360 -0.164
O -1.233 1.338 -1.075
H 3.341 -0.318 0.272
H 2.530 -1.861 -0.014
H 2.326 -1.022 1.535
H 1.371 -0.050 -1.217
H 2.061 1.903 0.268
H 0.917 1.292 1.498
H 0.328 1.850 -0.083
H -0.374 -0.672 1.197
H -0.151 -1.788 -0.134
H -1.150 -0.513 -1.739
H -2.753 0.214 0.766
H -2.778 -1.416 0.082
H -3.409 -0.039 -0.870
H -1.750 1.859 -0.441
*
```

Properties
Highest occupied orbital energy in eV: -9.85
Energy above the lowest of the compared OMol25 structures with the same formula, charge and spin in eV: 0.5964
Gap between HOMO and LUMO in eV: 10.9
SMILES: CC(C)C[C@@H](C)O

Löwdin atomic charge list, values in e, 4 entries: atom 1 (C): -0.084, atom 2 (C): -0.436, atom 3 (C): -0.080, atom 4 (C): -0.152

# 5
Formula: C6H14O2
Source: the OMol25 dataset
Level of theory: the ωB97M-V functional and the def2-TZVPD basis

```
! RIJCOSX wB97M-V def2-TZVPD def2/J DEFGRID3
* xyz 0 1
C 1.213 -1.341 -1.704
C 0.237 -2.209 -1.511
C 0.937 0.161 -1.760
C -0.023 0.681 -0.745
C -1.014 1.532 -0.979
C -1.889 2.162 0.066
H 2.280 -1.490 -1.821
H 0.375 -3.235 -1.513
H -0.752 -1.776 -1.394
H 0.676 0.354 -2.807
H 1.864 0.720 -1.649
H -0.029 0.205 0.210
H -1.178 1.919 -1.978
H -2.881 2.361 -0.302
H -1.472 3.111 0.412
H -1.949 1.533 0.928
H -1.231 -0.219 2.542
H -0.526 -1.346 3.306
O -1.334 -0.830 3.274
H 2.948 -0.605 2.198
H 1.745 -1.195 2.915
O 2.002 -0.494 2.311
*
```

Properties
Highest occupied orbital energy in eV: -9.05
Energy above the lowest of the compared OMol25 structures with the same formula, charge and spin in eV: 2.3074
Gap between HOMO and LUMO in eV: 9.5
SMILES: C=CC/C=C/C.O.O

Löwdin atomic charge list, values in e, 4 entries: atom 1 (C): -0.174, atom 2 (C): 0.007, atom 3 (C): -0.217, atom 4 (C): -0.144

# 6
Formula: C6H14O2P
Source: the OMol25 dataset
Level of theory: the ωB97M-V functional and the def2-TZVPD basis

```
! RIJCOSX wB97M-V def2-TZVPD def2/J DEFGRID3
* xyz -1 3
C 3.277 0.344 -0.482
C 2.921 -1.913 0.471
C -3.062 0.508 -0.367
C -2.493 -0.987 1.488
C 3.776 -0.624 0.239
C -2.266 -0.749 0.041
O 0.070 -0.506 -1.544
O 0.016 0.728 0.698
P -0.441 -0.420 -0.041
H 3.809 1.319 -0.545
H 2.338 0.272 -1.027
H -0.240 -1.794 0.428
H 2.368 -2.017 -0.409
H 2.235 -1.573 1.181
H 3.550 -2.748 0.704
H -3.253 0.668 -1.447
H -4.051 0.496 0.091
H -2.420 1.384 -0.208
H -2.234 -0.024 1.942
H -1.996 -1.844 1.826
H -3.513 -1.266 1.779
H 4.686 -0.465 0.907
H -2.546 -1.547 -0.658
*
```

Properties
Highest occupied orbital energy (spin up / spin down) in eV: -1.40 / -4.48
Gap between HOMO and LUMO (spin up / spin down) in eV: 5.3 / 6.1

Löwdin atomic charge list, values in e, 4 entries: atom 1 (C): -0.067, atom 2 (C): -0.088, atom 3 (C): -0.140, atom 4 (C): -0.191